ORCA calculation (ωB97M-V/def2-TZVPD) on a 2-piece molecular cluster, C3H10N2OS overall in a non-equilibrium geometry.

Results
F_max = 3.3 eV/Å
DFT total energy = -19134.344 eV
Multiplicity = 1
Orbital gap = 8.773 eV
SMILES string = CC(C)=N.NSO
Energy relative to the best compared isomer or geometry (same formula, charge and spin) = 61.9 kcal/mol

Structure (XYZ):
```
17
C3H10N2OS, DFT ωB97M-V/def2-TZVPD
C -0.679 -1.021 -0.047
C -1.095 0.447 -0.105
C -2.588 0.605 -0.394
N -0.303 1.320 0.298
H -0.583 -1.207 -1.186
H -1.553 -1.691 0.391
H 0.180 -0.943 0.578
H -2.800 0.378 -1.447
H -3.191 0.074 0.416
H -3.000 1.558 -0.376
H -0.660 2.272 0.280
N 2.985 -1.261 0.472
S 3.007 0.162 -0.584
O 2.392 1.302 0.359
H 2.533 -2.013 -0.014
H 3.897 -1.355 0.854
H 1.457 1.374 0.505
```